Formula: C28H49BrNO3P3Ti
Source: OMol25
Level of theory: wB97M-V/def2-TZVPD

The geometry in XYZ format:
```
86
Properties=species:S:1:pos:R:3:forces:R:3
N 3.2490 5.9387 2.0542 0.0877 -0.2199 0.2238
C 3.7309 4.8278 2.6200 0.2648 -0.2741 -0.2058
C 4.1120 3.7149 1.8653 -0.0883 -0.0843 0.1571
C 3.9202 3.7362 0.4613 0.1815 -0.4057 -0.3388
C 3.4709 4.9454 -0.1202 -0.2969 0.2508 0.1946
C 3.1533 6.0163 0.7280 0.2994 -0.4066 -0.7350
C 4.0070 2.4720 -0.2477 0.6493 1.3233 1.9984
Ti 0.2911 -0.8330 -0.8259 -2.8124 -0.1927 -1.0035
P -1.6316 -2.6302 -0.6629 -0.1563 0.0224 0.6940
C 3.4995 2.2342 -1.4949 -1.4155 -2.4283 -1.6127
C 2.8427 0.9619 -1.7986 1.4475 2.7966 1.3723
C 2.0396 0.8681 -2.9443 -1.4990 -0.7167 -1.1446
C 1.2836 -0.2798 -3.1981 0.5168 0.2842 -0.4494
C 1.5021 -1.4418 -2.4211 0.8338 -2.4906 -0.1559
C 2.3698 -1.4122 -1.2747 0.8624 0.6442 -1.8328
C 2.8096 -0.1291 -0.8721 0.2937 -1.9958 0.3894
Br 0.7683 -3.2416 -3.1103 1.6667 2.2811 0.5374
H 4.4499 1.6638 0.3517 -0.4913 0.1559 -0.1886
H 3.4733 3.0125 -2.2610 -0.3218 -0.0961 0.3249
H 4.5050 2.8165 2.3499 -0.0632 0.3416 -0.1062
H 3.3494 5.0459 -1.1979 0.0477 0.0695 0.2517
H 3.8369 4.8237 3.7094 -0.0688 0.0747 -0.3841
H 2.8221 6.9697 0.3113 0.0423 -0.2581 0.1495
H 1.9953 1.7235 -3.6198 -0.1377 -0.2462 0.0384
H 3.3424 -0.0289 0.0668 -0.0750 -0.2048 -0.0835
H 0.6081 -0.3936 -4.0560 0.5265 0.2898 0.2747
H 2.6986 -2.3634 -0.8557 -0.1734 0.3136 0.5289
P -1.0872 1.2529 -0.6151 -1.0656 1.4450 -0.0267
C -0.3936 -3.9017 -0.1333 0.2392 -0.0737 -0.3190
C -0.5049 -5.3104 -0.7367 0.3761 -0.3848 -0.0029
H -0.4184 -3.9351 0.9763 -0.2485 0.1868 -0.5904
H 0.6079 -3.5028 -0.3946 -0.1495 -0.1907 0.2196
H 0.3427 -5.9002 -0.3615 -0.2342 0.0955 -0.0886
H -1.4196 -5.8415 -0.4527 0.2436 0.2816 -0.1402
H -0.4180 -5.2986 -1.8285 -0.1473 -0.0620 0.2774
C -2.3384 -2.5386 -2.3649 0.6500 0.4690 -0.1931
C -3.0601 -3.7776 -2.8617 -0.3755 -0.5669 -0.3595
H -1.4992 -2.2983 -3.0390 -0.5697 0.0262 0.2386
H -3.0094 -1.6630 -2.3865 0.1315 -0.3380 0.3005
H -3.0744 -3.7594 -3.9590 -0.0650 -0.0021 0.2508
H -2.5642 -4.7058 -2.5574 -0.1649 0.1795 -0.1053
H -4.1028 -3.7940 -2.5212 0.3143 -0.0768 -0.0597
C -3.0190 -2.9901 0.4762 -0.1604 0.9958 0.4971
C -3.5140 -4.4338 0.4466 -0.0308 -0.5849 -0.1830
H -3.8339 -2.2831 0.2568 0.2443 -0.2285 0.0320
H -2.6400 -2.7475 1.4841 -0.2079 -0.0314 -0.2580
H -4.4309 -4.5226 1.0384 0.1751 0.1824 -0.0237
H -3.7604 -4.7800 -0.5617 0.0535 0.0825 0.2549
H -2.7846 -5.1258 0.8782 -0.1904 0.1818 -0.0133
C -2.3823 1.5473 0.6571 0.1528 -0.4901 0.5620
C -3.4837 0.4949 0.7590 -0.2147 -0.2775 0.1367
H -2.8163 2.5246 0.3935 0.3065 -0.1756 -0.0543
H -1.8642 1.6284 1.6231 -0.3147 0.1859 -0.2718
H -4.3473 0.9300 1.2852 0.2636 -0.1579 -0.2292
H -3.8367 0.1281 -0.2149 0.0093 0.2310 0.1852
H -3.1597 -0.3738 1.3469 0.0146 0.2604 -0.1443
C -2.1104 1.2462 -2.1421 0.0257 -0.3707 -0.4150
C -1.3631 1.6891 -3.3971 0.0518 -0.0489 -0.3570
H -2.9357 1.9424 -1.9273 0.1414 -0.2262 0.0749
H -2.5417 0.2403 -2.2732 0.0055 0.4851 -0.0169
H -2.0685 1.7809 -4.2356 0.2571 0.0583 0.2615
H -0.8423 2.6461 -3.2628 -0.3280 -0.2102 -0.1706
H -0.6014 0.9582 -3.6769 -0.4480 0.2784 -0.0845
C -0.2751 2.8997 -0.7244 0.6672 0.2300 -0.3081
C -0.1443 3.7383 0.5464 0.2092 0.1678 0.4004
H -0.8682 3.4713 -1.4528 0.0069 -0.3357 0.1578
H 0.7183 2.7477 -1.1774 -0.3145 0.1969 0.0252
H -0.1228 4.8095 0.2787 -0.0798 -0.5043 0.1232
H -0.9679 3.5777 1.2543 0.2565 0.2463 -0.2415
H 0.7986 3.5234 1.0623 -0.1803 0.0712 -0.0764
C -1.3033 -0.8568 3.7353 -0.4980 -0.4121 0.7193
O -0.7592 -0.1900 2.5663 1.7013 -0.3173 -2.5755
P 0.4541 -0.6386 1.5402 1.2059 -0.2123 6.5697
O 1.6409 0.4445 1.9405 -1.6478 -1.5212 -1.5955
C 1.4263 1.4057 2.9807 -0.0443 0.6795 0.9892
O 0.9913 -2.0705 2.1253 -1.2972 1.9740 -2.3356
C 1.7234 -2.2860 3.3405 0.5034 -0.2868 0.8828
H -2.1228 -1.5316 3.4029 0.7030 0.3447 0.4245
H -1.7237 -0.0550 4.3680 0.1304 -0.3467 -0.4340
H -0.5228 -1.3704 4.3350 -0.7620 0.2429 -0.6516
H 0.8547 2.2607 2.5922 0.2651 -0.3333 0.2400
H 0.8796 0.9593 3.8258 0.4270 0.2803 -0.2811
H 2.4296 1.7212 3.2910 -0.4110 -0.0526 0.0149
H 1.8132 -3.3745 3.3884 0.2428 0.2938 0.1871
H 1.1503 -1.9341 4.2077 0.4262 -0.1226 -0.3019
H 2.7066 -1.7946 3.2988 -0.3710 -0.2381 -0.0110
```
Forces are in eV/Å.

Values from the calculation:
Energy, eV: -158444.2823
Charge: +4
Frontier orbital gap, eV: 4.865
E_LUMO, Eh: -0.5428
Strongest force on any atom, eV Å⁻¹: 6.7